Formula: C23H43LaN2O2P2
Source: the Open Molecules 2025 dataset
Level of theory: ωB97M-V/def2-TZVPD

```
73
Properties=species:S:1:pos:R:3
C -0.6795 0.7046 -5.3527
C -0.6975 0.1736 -4.0663
N 0.0906 0.6952 -3.1076
C 0.9234 1.7153 -3.3734
C 0.9998 2.2567 -4.6513
C 0.1843 1.7546 -5.6670
C -1.6103 -1.0167 -3.7496
P -2.0828 -1.1226 -2.0157
La 0.0510 -0.3586 -0.5437
P 2.2563 1.1305 -0.9555
C 1.7967 2.3122 -2.2442
O -0.4312 -3.6985 -4.0960
O 0.6539 -4.0660 -1.7323
H -1.3569 0.2835 -6.0939
H 1.7118 3.0603 -4.8293
H 0.2210 2.1751 -6.6760
C -3.4990 -0.0373 -1.6800
C -2.5798 -2.8079 -1.5938
H 2.7047 2.7644 -2.6543
H 1.2319 3.1306 -1.7689
H -1.1176 -1.9850 -4.0393
H -2.5323 -0.9445 -4.3342
C 2.5352 2.0284 0.6035
C 3.8031 0.3096 -1.4116
H 1.0029 -3.0994 -1.8078
H 0.5092 -4.1892 -0.7757
H -0.0834 -4.0373 -3.2267
H 0.3248 -3.7690 -4.7142
H -0.8653 1.3417 -0.5609
H 1.1564 -1.7641 -1.8145
H -4.4176 -0.3581 -2.1930
H -3.6979 -0.0172 -0.5906
H -3.2662 1.0043 -1.9597
H -3.4429 -3.1304 -2.1912
H -1.7400 -3.5062 -1.7616
H -2.8434 -2.8723 -0.5221
H 4.6651 0.9922 -1.4619
H 4.0229 -0.4828 -0.6704
H 3.6691 -0.2065 -2.3783
H 3.3977 2.7053 0.5498
H 1.6359 2.6025 0.8902
H 2.7038 1.3058 1.4240
C -0.2922 1.3993 6.3651
C -0.3975 1.5969 4.8997
C -0.6665 2.8569 4.3602
C -0.7597 3.0583 2.9788
C -1.0525 4.4293 2.4643
C -0.5750 1.9621 2.1366
C -0.2731 0.6564 2.6490
C -0.2242 0.5070 4.0503
N -0.0192 -0.3958 1.7934
C 0.2500 -1.7919 2.2153
C 1.5641 -1.8746 2.9942
C -0.9582 -2.3606 2.9598
C 0.4405 -2.6997 1.0057
H 0.5069 2.0143 6.8004
H -1.2261 1.6693 6.8764
H -0.0729 0.3550 6.6061
H -0.8143 3.7049 5.0277
H -2.0064 4.8101 2.8527
H -0.2905 5.1521 2.7831
H -1.1060 4.4678 1.3747
H -0.6952 2.1070 1.0528
H -0.0237 -0.4781 4.4686
H 1.5768 -1.2460 3.8936
H 1.7260 -2.9158 3.2934
H 2.3955 -1.5388 2.3602
H -1.8342 -2.3578 2.2976
H -0.7304 -3.3880 3.2620
H -1.2296 -1.7854 3.8516
H -0.4806 -2.7565 0.3790
H 1.3342 -2.4205 0.4033
H 0.6259 -3.7140 1.3418
```

Output
- 2S+1 = 1
- lowest unoccupied orbital energy (eV) = 0.423
- frontier orbital gap (eV) = 6.794
- strongest force on any atom (eV Å⁻¹) = 2.8
- HOMO (eV) = -6.371

Formula: CH14O5S2
Source: the Open Molecules 2025 dataset
Level of theory: ωB97M-V/def2-TZVPD

```
22
Properties=species:S:1:pos:R:3
C -2.6445 0.5800 0.2635
S -2.0943 0.8603 -1.4486
S -0.4830 2.1709 -1.4324
H -3.6122 0.1007 0.0783
H -2.7467 1.3602 1.0055
H -1.9994 -0.2109 0.6461
H 0.5918 1.3647 -1.2861
H 0.8118 -3.4174 -0.7114
H 0.5511 -2.3596 0.3974
O 0.4146 -3.2989 0.1666
H 0.8323 1.6440 2.4743
H 0.5516 1.8566 1.0066
O 0.9142 1.1787 1.6181
H 1.3271 -2.5835 2.3042
H -0.1146 -2.1341 2.6203
O 0.8193 -1.9698 2.8457
H 2.2076 -0.6708 -0.8154
H 0.7324 -0.5936 -1.1480
O 1.5596 -0.9722 -1.4590
H 3.4614 -1.0410 1.8037
H 2.4168 0.0610 1.5391
O 2.8337 -0.6923 1.1370
```

Output
- ΔE to the lowest compared entry with this formula, charge and spin (kcal per mole) = 10.5
- total charge = -1
- 2S+1 = 2
- lowest unoccupied orbital energy (alpha / beta) (eV) = 2.976 / 2.918
- frontier orbital gap (alpha / beta) (eV) = 2.747 / 8.050
- strongest force on any atom (eV Å⁻¹) = 2.5
- HOMO (alpha / beta) (eV) = 0.229 / -5.133

Formula: C27H43AuBN2P2
Source: the Open Molecules 2025 dataset
Level of theory: ωB97M-V/def2-TZVPD

```
76
Properties=species:S:1:pos:R:3
Au -2.2181 -1.4028 -0.1517
C -3.6478 -0.4776 -3.3257
C -3.3214 0.7521 -2.4756
C -3.2483 2.0108 -3.3424
P -1.9008 0.5256 -1.3039
C -0.3222 0.6786 -2.2489
C -0.3511 -0.1175 -3.5522
C 0.1397 2.1162 -2.4612
C -2.0772 1.9004 -0.1464
C -3.1856 2.7274 -0.0092
C -3.2774 3.6519 1.0220
C -4.4944 4.5245 1.1853
C -2.2167 3.7010 1.9318
C -1.1058 2.8905 1.8227
C -0.9928 1.9534 0.7647
N -0.0290 1.0479 0.5184
C 1.2764 1.1592 0.8834
C 1.9234 2.3745 1.2309
C 3.2621 2.4268 1.5526
C 4.0591 1.2808 1.5448
C 5.5239 1.3304 1.8906
C 3.4443 0.1000 1.1574
C 2.0995 0.0095 0.7957
P 1.3349 -1.5199 0.1444
C 1.0035 -2.5138 1.6750
C 2.0077 -2.4784 2.8233
C 0.6471 -3.9480 1.2828
C 2.6976 -2.4069 -0.7930
C 3.8245 -3.1743 -0.0991
C 3.2521 -1.4510 -1.8502
H -4.6842 -0.4272 -3.6686
H -3.5279 -1.4031 -2.7612
H -3.0137 -0.5340 -4.2110
H -4.1507 0.8669 -1.7694
H -2.5519 1.8740 -4.1716
H -2.9287 2.8881 -2.7810
H -4.2287 2.2258 -3.7771
H 0.3846 0.1901 -1.5750
H -0.9585 0.3634 -4.3209
H -0.7264 -1.1316 -3.4005
H 0.6669 -0.1973 -3.9415
H -0.4926 2.6413 -3.1809
H 1.1604 2.1140 -2.8522
H 0.1397 2.6743 -1.5265
H -4.0135 2.6588 -0.7064
H -5.0159 4.6544 0.2352
H -4.2260 5.5170 1.5531
H -5.2097 4.0972 1.8941
H -2.2734 4.3976 2.7638
H -0.3287 2.9483 2.5718
H 1.3471 3.2894 1.2294
H 3.7038 3.3837 1.8179
H 5.7136 2.0085 2.7255
H 6.1322 1.6743 1.0485
H 5.8915 0.3433 2.1763
H 4.0507 -0.7965 1.1293
H 0.0831 -2.0328 2.0322
H 2.9242 -3.0201 2.5823
H 1.5683 -2.9540 3.7052
H 2.2762 -1.4566 3.0938
H 1.5410 -4.5153 1.0071
H -0.0435 -3.9733 0.4391
H 0.1676 -4.4677 2.1148
H 2.1050 -3.1558 -1.3321
H 4.4937 -2.5293 0.4691
H 4.4355 -3.6808 -0.8542
H 3.4422 -3.9373 0.5776
H 3.8691 -0.6732 -1.3966
H 2.4466 -0.9530 -2.3962
H 3.8661 -1.9971 -2.5723
B -3.1048 -4.3870 3.3831
C -2.8627 -3.5618 2.0570
N -2.7057 -2.9850 1.0681
H -2.7547 -3.6774 4.3039
H -4.2885 -4.6444 3.4395
H -2.4258 -5.3899 3.3110
```

Output
- ΔE to the lowest compared entry with this formula, charge and spin (kcal per mole) = 0.0
- total charge = -1
- 2S+1 = 1
- lowest unoccupied orbital energy (eV) = 2.641
- frontier orbital gap (eV) = 6.285
- strongest force on any atom (eV Å⁻¹) = 0.4
- HOMO (eV) = -3.644

Formula: C43H45N10O6S3Tb
Source: the Open Molecules 2025 dataset
Level of theory: ωB97M-V/def2-TZVPD

```
108
Properties=species:S:1:pos:R:3
Tb -0.1864 -1.1289 0.0255
C 2.9935 5.8374 0.4208
C 2.3162 4.5562 0.0092
C 2.6665 3.8869 -1.1275
C 2.0086 2.7075 -1.5423
C 2.4833 2.1294 -2.7343
N 1.7893 1.5681 -3.6819
C 0.3447 1.5821 -3.8225
C -0.2555 2.9936 -3.7410
C -1.6199 3.0754 -4.4167
N -2.7420 2.5967 -3.6048
C -2.6680 1.8722 -2.5178
C -3.7106 1.3597 -1.7413
C -5.0916 1.5687 -1.9675
C -6.0425 1.0713 -1.1218
C -7.5141 1.2953 -1.3512
C -5.6122 0.3695 0.0296
C -4.2939 0.1197 0.3086
C -3.9006 -0.4350 1.5999
N -2.7077 -0.7139 1.9232
C -2.4351 -0.9094 3.3269
C -1.6703 0.3184 3.8181
C -0.2422 0.4264 3.2752
N -0.1209 0.8380 1.8724
C 0.2347 2.0470 1.7250
C 0.7884 2.7230 0.5655
C 1.3682 3.9416 0.8381
C 1.0493 2.0452 -0.6840
O 0.5392 0.9117 -0.9559
C -3.2656 0.5518 -0.6143
O -2.0642 0.2748 -0.4432
H 3.6243 6.2134 -0.3834
H 3.6261 5.6691 1.2952
H 2.2655 6.6086 0.6766
H 3.4371 4.2969 -1.7734
H 3.5414 2.2410 -2.9532
H 2.2998 1.0828 -4.4040
H -0.0806 0.9407 -3.0570
H 0.1240 1.1672 -4.8015
H 0.4030 3.6896 -4.2645
H -0.3207 3.3324 -2.7046
H -1.6081 2.4926 -5.3407
H -1.8380 4.1130 -4.6753
H -3.6525 2.7612 -4.0095
H -1.6763 1.6508 -2.1319
H -5.4117 2.1546 -2.8246
H -7.6825 1.9646 -2.1934
H -7.9795 1.7315 -0.4654
H -8.0271 0.3532 -1.5560
H -6.3656 0.0274 0.7341
H -4.7126 -0.5025 2.3413
H -1.8163 -1.7957 3.4548
H -3.3569 -1.0265 3.9174
H -1.6163 0.2810 4.9090
H -2.2254 1.2186 3.5402
H 0.2482 -0.5445 3.3723
H 0.3004 1.1315 3.9148
H 0.2976 2.6781 2.6216
H 1.1638 4.4094 1.7972
C -3.6772 -1.8775 -2.5055
C -3.5059 -2.6791 -1.2627
N -2.4978 -2.6763 -0.4497
C -2.6417 -3.6292 0.5391
C -3.8189 -4.3106 0.5053
S -4.7532 -3.8201 -0.8371
C -1.5878 -3.9540 1.4948
C -1.4628 -5.2048 2.0115
S -0.1692 -5.2706 3.1100
C 0.1791 -3.6143 2.7800
N -0.6430 -3.0433 1.9351
C 1.2939 -2.9457 3.5051
H -2.8793 -1.1500 -2.5805
H -4.6452 -1.3739 -2.5128
H -3.6273 -2.5356 -3.3747
H -4.1696 -5.0694 1.1842
H -2.0514 -6.0751 1.7777
H 2.0852 -3.6671 3.7090
H 0.9513 -2.5318 4.4568
H 1.6932 -2.1548 2.8750
C 8.2505 -1.2047 3.6239
C 6.9971 -1.0608 2.8041
C 7.0538 -0.6404 1.4796
C 5.8943 -0.4566 0.7408
C 4.6642 -0.6937 1.3254
C 4.5875 -1.1194 2.6426
C 5.7485 -1.3097 3.3714
S 3.1441 -0.2322 0.4911
O 2.7345 0.9210 1.2626
O 3.4906 0.0123 -0.9001
N 2.0980 -1.4070 0.7026
C 2.6424 -2.6356 0.0939
C 1.5325 -3.6885 0.0262
O 1.7330 -4.7857 0.5400
O 0.4566 -3.2942 -0.5390
H 9.0947 -1.5095 3.0055
H 8.1200 -1.9410 4.4164
H 8.5093 -0.2529 4.0931
H 8.0188 -0.4541 1.0223
H 5.9278 -0.1264 -0.2900
H 3.6180 -1.2858 3.0933
H 5.6951 -1.6467 4.4003
H 3.4834 -3.0319 0.6706
H 2.9958 -2.4323 -0.9239
N -2.1001 -0.1512 -6.2214
C -1.6279 -0.9139 -5.4791
N -1.0708 -1.7842 -4.6944
C -0.7211 -1.6279 -3.4736
N -0.4427 -1.4843 -2.3506
```

Output
- 2S+1 = 7
- lowest unoccupied orbital energy (alpha / beta) (eV) = -0.888 / -0.888
- frontier orbital gap (alpha / beta) (eV) = 7.012 / 7.018
- strongest force on any atom (eV Å⁻¹) = 1.2
- HOMO (alpha / beta) (eV) = -7.900 / -7.906

Formula: C2H8NO2
Source: the Open Molecules 2025 dataset
Level of theory: ωB97M-V/def2-TZVPD

```
13
Properties=species:S:1:pos:R:3
C 0.2815 -1.3413 0.9909
N 0.1831 -0.4978 -0.2263
C -1.0275 0.4201 -0.0851
O -2.1718 -0.1871 0.1952
H 1.0237 -0.8754 1.6555
H -0.6837 -1.3146 1.5042
H 0.5784 -2.3446 0.7399
H -0.1282 -1.1207 -0.9701
H -0.7069 1.1677 0.6918
H -1.0649 0.9689 -1.0617
H 1.2770 0.9369 -1.0249
H 0.8037 2.3447 -1.2144
O 1.6357 1.8431 -1.1950
```

Output
- ΔE to the lowest compared entry with this formula, charge and spin (kcal per mole) = 12.3
- total charge = -1
- 2S+1 = 1
- lowest unoccupied orbital energy (eV) = 4.515
- frontier orbital gap (eV) = 7.231
- strongest force on any atom (eV Å⁻¹) = 1.5
- HOMO (eV) = -2.716

> The highest strongest force on any atom belongs to which entry?

C23H43LaN2O2P2